The following is a quantum chemistry calculation of a 2-piece molecular cluster, C22H17BrClN2O6S2 overall, from the OMol25 dataset.

Each line ends with the natural charge from an NBO analysis.
Element x y z (Å)
C 5.6282 0.8531 -1.6999  -0.654
C 4.6592 0.9508 -0.5562  0.109
C 5.1247 1.1572 0.7444  -0.255
C 4.2540 1.2309 1.8267  -0.165
C 2.8864 1.0897 1.5823  -0.377
S 1.7375 1.0325 2.9175  2.327
O 2.4445 0.8675 4.1559  -0.909
O 0.6562 1.9559 2.7407  -0.881
N 0.9765 -0.4943 2.5920  -0.610
C 1.5376 -1.7431 2.9436  0.135
C 2.8393 -2.0615 3.3351  -0.222
C 3.1987 -3.4131 3.4223  -0.208
C 2.2330 -4.4115 3.2093  -0.247
C 0.9140 -4.0838 2.8603  -0.075
Br -0.3272 -5.4511 2.4317  0.091
C 0.5600 -2.7384 2.7139  -0.043
C -0.6344 -2.0090 2.2537  -0.055
N -1.9775 -2.3977 2.4386  0.498
O -2.2213 -3.3756 3.1851  -0.400
O -2.8748 -1.6996 1.8996  -0.381
C -0.2737 -0.6799 2.0503  0.106
C 2.3894 0.9518 0.2903  -0.153
C 3.2801 0.8545 -0.7717  -0.236
H 5.0816 0.6910 -2.6322  0.222
H 6.2195 1.7723 -1.7940  0.222
H 6.3274 0.0203 -1.5571  0.220
H 6.1925 1.2620 0.9245  0.211
H 4.6209 1.3532 2.8423  0.237
H 3.5417 -1.2709 3.5622  0.234
H 4.2293 -3.7020 3.6294  0.219
H 2.5195 -5.4589 3.2745  0.225
H -0.9027 0.1006 1.6524  0.294
H 1.3158 0.8943 0.1368  0.258
H 2.9004 0.7080 -1.7830  0.232
Cl -0.6633 0.7680 -1.4430  -0.056
C -2.2839 0.8236 -1.7514  -1.029
S -3.1291 2.2913 -2.0023  2.156
C -4.5383 1.8727 -3.0764  -0.292
C -4.5565 2.3371 -4.3912  -0.198
C -5.6714 2.1076 -5.2026  -0.226
C -6.7655 1.3972 -4.7061  -0.231
C -6.7315 0.9080 -3.3976  -0.243
C -5.6192 1.1494 -2.5789  -0.150
O -3.7038 2.7648 -0.7595  -0.980
O -2.3873 3.2094 -2.8424  -0.999
H -2.8336 -0.1142 -1.7629  0.212
H -3.7130 2.8883 -4.7915  0.243
H -5.6610 2.4928 -6.2208  0.201
H -7.6362 1.2244 -5.3399  0.200
H -7.5711 0.3422 -2.9985  0.203
H -5.5917 0.7821 -1.5564  0.224

Computed properties:
E_LUMO	1.65	eV
net charge	-1
E_tot	-5239.9465	Ha
largest force on an atom	3.55	eV/A

---

The following is a quantum chemistry calculation of a 2-piece molecular cluster, C18H28BO6 overall, from the OMol25 dataset.

Each line ends with the natural charge from an NBO analysis.
Element x y z (Å)
C 1.7399 -0.8783 3.7323  -0.307
C 1.6072 -1.8724 2.8619  -0.009
C 1.7803 -2.8363 1.5886  -0.468
C 2.0661 -2.0790 0.1860  -0.397
C 2.5859 -0.5516 0.3140  -0.701
B 1.3607 0.5699 0.1100  0.651
O 0.4366 0.6484 1.2659  -0.765
C -0.7985 -0.0694 1.0455  -0.057
C -1.9437 0.7603 0.2612  -0.451
C -1.8653 2.3657 0.4258  -0.626
O 1.9988 1.8879 -0.1103  -0.742
C 2.5747 2.4361 1.0975  -0.047
C 4.0758 3.0408 0.7991  -0.432
C 5.2388 2.0747 1.4125  -0.404
C 6.1084 1.3169 0.2469  -0.627
H 1.8222 0.0756 4.3835  0.261
H 2.5917 -3.6272 1.8035  0.222
H 0.7664 -3.4039 1.4659  0.219
H 1.1690 -2.1229 -0.5423  0.207
H 2.9294 -2.6747 -0.3327  0.184
H 3.2360 -0.3402 1.2476  0.196
H 3.2939 -0.3729 -0.6024  0.194
H 0.7171 0.3264 -0.8614  -0.148
H -0.5279 -0.9796 0.3592  0.159
H -1.2007 -0.5544 2.0305  0.163
H -1.9997 0.4165 -0.8475  0.199
H -2.9657 0.4319 0.7272  0.189
H -2.8661 2.7473 0.8968  0.180
H -1.8358 2.8133 -0.6445  0.206
H -1.0293 2.7461 1.1147  0.245
H 1.9123 3.3019 1.5203  0.145
H 2.7108 1.6857 1.9592  0.168
H 4.2377 3.1573 -0.3333  0.209
H 4.2177 4.0789 1.2780  0.183
H 4.8354 1.2444 2.0986  0.208
H 6.0045 2.6817 2.0351  0.180
H 6.1803 1.9954 -0.6825  0.201
H 5.6230 0.2941 -0.0388  0.223
H 7.1471 1.0413 0.6945  0.188
C -4.1598 -2.1634 -3.0838  -0.366
C -4.0198 -1.8136 -1.8022  0.306
C -5.1396 -1.1858 -1.0432  0.471
O -4.9871 -0.8956 0.1309  -0.506
C -6.3987 -0.9358 -1.7564  -0.356
C -6.5355 -1.2825 -3.0374  0.292
C -5.4259 -1.9349 -3.7878  0.471
O -5.5927 -2.2558 -4.9553  -0.547
O -7.7030 -1.0522 -3.7132  -0.648
O -2.8446 -2.0195 -1.1386  -0.621
H -3.3567 -2.6216 -3.6459  0.245
H -7.1974 -0.4637 -1.1998  0.241
H -7.5504 -1.3924 -4.6179  0.501
H -2.9951 -1.6849 -0.2304  0.515

Computed properties:
E_LUMO	0.26	eV
net charge	-1
E_tot	-1178.8167	Ha
largest force on an atom	6.83	eV/A

---

The following is a quantum chemistry calculation of a 2-piece molecular cluster, C6H15N3 overall, from the OMol25 dataset.

Each line ends with the natural charge from an NBO analysis.
Element x y z (Å)
H -1.8446 1.2547 0.8141  0.318
N -1.2577 1.8422 0.2213  -0.723
C -0.0328 1.3708 0.2281  0.294
N 0.5515 0.7485 1.3561  -0.462
C 1.9003 0.2113 1.2551  -0.401
C -0.0692 0.6704 2.6606  -0.413
H 0.7172 1.9597 -0.3229  0.181
H 2.4159 0.5091 0.3400  0.232
H 2.5432 0.5271 2.0849  0.186
H 1.8396 -0.8814 1.2884  0.183
H 0.6629 0.8051 3.4661  0.204
H -0.5109 -0.3208 2.8000  0.183
H -0.8418 1.4244 2.8289  0.217
C -1.0774 -0.4870 -2.7809  -0.706
C -0.1854 -0.5115 -1.5623  0.354
C -0.7351 -1.5998 -0.3912  -0.642
N 1.0971 -0.3982 -1.7039  -0.665
H -1.4807 0.5120 -2.9543  0.242
H -0.5145 -0.7870 -3.6692  0.217
H -1.9139 -1.1845 -2.6993  0.219
H -1.7011 -1.2551 -0.0248  0.210
H -0.0190 -1.7440 0.4128  0.220
H -0.8915 -2.5040 -0.9779  0.218
H 1.3480 -0.1620 -2.6695  0.333

Computed properties:
E_LUMO	0.81	eV
net charge	0
SMILES	[H]/N=C\N(C)C.CC(C)=N
E_tot	-401.7886	Ha
relative energy (zero: lowest compared OMol25 entry of this formula, charge and spin)	61.9	kcal/mol
largest force on an atom	4.80	eV/A